Entry 1:
Entry from the Open Molecules 2025 dataset: a cluster of 2 separate species, C11H23FNO2 in total in a non-equilibrium geometry (wB97M-V/def2-TZVPD).

The value obtained for the gap between HOMO and LUMO is 10.19 eV. The value obtained for the LUMO energy is -3.04 eV. The total charge is +1. Its spin multiplicity is 1. The electronic energy comes out at -20072.8696 eV.

Each line ends with the Löwdin charge.
Element x y z (Å)
F  -1.7251  -0.4555  5.2215  -0.15
C  -0.9522  0.3704  4.2200  -0.14
C  -0.9456  -0.4863  2.8228  -0.17
C  -1.0056  0.4167  1.4531  -0.13
C  0.4331  1.0912  1.0143  -0.27
C  1.6878  0.0727  0.6185  -0.09
C  2.9064  0.6493  1.5982  -0.12
C  2.1775  1.8273  2.4888  -0.11
N  0.9363  2.3248  1.7317  0.04
H  0.1319  0.4858  4.7055  0.12
H  -1.4700  1.4181  4.1629  0.12
H  -1.9408  -1.1434  2.8314  0.14
H  -0.0496  -1.2631  2.8370  0.12
H  -1.2854  -0.3409  0.5737  0.14
H  -1.9076  1.1985  1.4653  0.14
H  0.1620  1.5305  -0.0604  0.13
H  1.3093  -0.9869  0.9543  0.12
H  1.8737  0.1547  -0.5506  0.14
H  3.0693  -0.2546  2.3499  0.14
H  3.8204  1.0002  0.9572  0.13
H  2.8297  2.6116  3.0640  0.15
H  1.6872  1.2158  3.3582  0.11
H  1.1805  3.0745  1.0255  0.20
H  0.1793  2.7665  2.3011  0.19
O  -0.6712  1.1166  -2.1266  0.05
C  -0.9432  0.1403  -2.8205  -0.49
O  -0.6638  -1.1093  -2.3838  -0.02
C  -1.1248  -2.3159  -3.0182  -0.22
C  -0.1772  -2.7419  -4.1232  -0.06
C  -1.4990  0.3156  -4.2042  0.02
H  -2.1577  -2.2082  -3.3677  0.12
H  -1.1401  -3.0876  -2.2409  0.13
H  -0.1245  -1.9939  -4.9181  0.07
H  -0.4989  -3.6905  -4.5610  0.09
H  0.8370  -2.8604  -3.7315  0.09
H  -0.6749  0.4428  -4.9105  0.11
H  -2.1219  1.2164  -4.2140  0.10
H  -2.1425  -0.5021  -4.5237  0.08

Forces on atoms 1 to 6 (eV/Å):
F 1.7 1.9 -2.2
C 0.1 -1.1 0.8
C -0.9 -0.2 0.3
C 0.3 -0.8 0.2
C -2.1 -0.6 -5.0
C -1.0 1.1 1.3

---

Entry 2:
Entry from the Open Molecules 2025 dataset: a structure of composition C27H35CrFN4P2 in a non-equilibrium geometry (wB97M-V/def2-TZVPD).

The value obtained for the gap between HOMO and LUMO (alpha / beta) is 6.57 / 6.09 eV. The value obtained for the LUMO energy (alpha / beta) is 0.17 / -0.11 eV. As for the expectation value of S²: 6.4280. The total charge is 0. Its spin multiplicity is 5. Its energy above the lowest of the compared OMol25 structures with the same formula, charge and spin is 6.828 eV. The electronic energy comes out at -84235.3681 eV.

Each line ends with the Löwdin spin population.
Element x y z (Å)
Cr  -1.5736  0.1661  1.5785  3.83
C  2.5947  -3.5267  0.9341  0.00
C  3.2561  -2.4080  0.5969  0.00
C  3.4861  -1.8543  -0.7717  0.00
C  2.4660  -2.2222  -1.8861  0.00
C  0.9950  -2.0786  -1.6299  0.00
C  0.2803  -2.7224  -0.6801  0.01
C  0.5215  -4.1814  -0.4286  0.00
C  1.9924  -4.5166  -0.0102  0.00
C  -2.9415  1.7188  0.2894  -0.08
H  2.5001  -3.8348  1.9901  0.00
H  3.8927  -1.9075  1.3536  0.00
H  4.4678  -2.2194  -1.1189  0.00
H  3.5918  -0.7583  -0.6727  0.00
H  2.6959  -1.5454  -2.7194  0.00
H  2.6864  -3.2283  -2.2505  0.00
H  0.5040  -1.5619  -2.4811  0.00
H  -0.6389  -2.3414  -0.2439  0.01
H  0.3567  -4.7607  -1.3642  0.00
H  -0.1786  -4.5725  0.3361  0.00
H  1.9890  -5.4865  0.5158  0.00
H  2.6482  -4.6223  -0.8873  0.00
H  -3.0744  1.4969  1.4000  0.01
H  -3.8905  1.4933  -0.2014  0.00
H  -2.7482  2.8112  0.2634  -0.01
P  -1.6521  0.9334  -0.8271  -0.19
P  0.1226  1.8502  1.3458  0.07
N  -2.4220  -0.5029  -1.5060  -0.01
N  -2.0266  2.1666  -2.1235  -0.01
N  0.5843  0.3293  2.2074  0.03
N  1.0016  2.9488  2.2701  0.02
C  0.1683  0.7654  -1.1612  -0.07
C  1.0623  1.5584  -0.1944  0.01
C  -3.3939  -1.1806  -0.7725  0.01
C  -3.9395  -2.1649  -1.5713  0.00
C  -3.2643  -2.1347  -2.8306  0.00
C  -2.3309  -1.1067  -2.7715  0.00
C  -3.3335  2.5377  -2.4691  0.00
C  -3.2775  3.6514  -3.2977  0.00
C  -1.9004  3.9118  -3.5655  0.00
C  -1.1640  2.9827  -2.8351  0.00
C  -0.4079  -0.4063  3.0408  -0.02
C  0.1806  -1.6721  3.2773  0.12
C  1.5261  -1.5659  2.9873  0.00
C  1.7460  -0.3540  2.3165  0.15
C  2.3199  2.8584  2.7474  0.00
C  2.6075  4.0063  3.4786  0.00
C  1.4136  4.8265  3.4464  0.00
C  0.4555  4.1384  2.7391  0.00
H  0.4262  1.0219  -2.1992  -0.01
H  0.4979  -0.2740  -1.0288  0.00
H  2.0167  1.0711  0.0987  0.00
H  1.3129  2.5553  -0.5969  0.00
H  -3.5788  -0.9091  0.2583  0.01
H  -4.7363  -2.8359  -1.3005  0.00
H  -3.4470  -2.7636  -3.6868  0.00
H  -1.6442  -0.6929  -3.5024  0.00
H  -4.2019  1.9770  -2.1183  0.00
H  -4.1289  4.2005  -3.6825  0.00
H  -1.4982  4.6737  -4.2198  0.00
H  -0.1008  2.8345  -2.7643  0.00
H  -0.8020  0.1015  3.9145  0.02
H  -0.3659  -2.4328  3.8048  0.01
H  2.3263  -2.2412  3.2564  0.00
H  2.6888  0.0954  2.0367  0.01
H  2.9088  1.9739  2.5517  0.00
H  3.5460  4.2177  3.9864  0.00
H  1.3088  5.8014  3.8831  0.00
H  -0.5464  4.3472  2.4486  0.00
F  -1.9363  1.5639  3.0173  0.05

Forces on atoms 1 to 6 (eV/Å):
Cr -2.7 1.0 -1.0
C 0.6 0.3 0.3
C 0.6 -1.0 0.7
C -0.3 -0.2 -0.3
C 0.5 -0.3 -0.7
C -0.3 -0.2 -0.4

---

Entry 3:
Entry from the Open Molecules 2025 dataset: an isolated molecule of C5H9N in a non-equilibrium geometry (wB97M-V/def2-TZVPD).

The value obtained for the gap between HOMO and LUMO is 9.51 eV. The value obtained for the LUMO energy is 1.21 eV. The total charge is 0. Its spin multiplicity is 1. Its energy above the lowest of the compared OMol25 structures with the same formula, charge and spin is 1.774 eV. The electronic energy comes out at -6819.2213 eV.

Each line ends with the Löwdin charge.
Element x y z (Å)
C  1.1295  -1.2307  -2.2516  -0.02
C  0.2794  -0.5066  -1.5290  -0.25
N  -0.4299  -1.0221  -0.4237  -0.05
C  -0.9789  -0.0235  0.5017  -0.24
C  -0.2480  1.7387  2.0501  -0.01
C  -0.0503  0.5222  1.5651  -0.17
H  1.3921  -2.2481  -1.9834  0.05
H  1.6494  -0.8307  -3.1038  0.04
H  -0.0616  0.4530  -1.9058  0.11
H  0.2056  -1.6288  0.0817  0.11
H  -1.3017  0.8270  -0.1018  0.11
H  -1.8662  -0.4633  0.9617  0.11
H  0.3834  2.1770  2.8104  0.05
H  -0.8274  2.3986  1.4233  0.06
H  0.7247  -0.1629  1.9051  0.10

Forces on atoms 1 to 6 (eV/Å):
C 0.4 0.0 0.2
C -0.5 -0.6 -0.5
N 0.8 0.7 0.3
C 0.1 0.0 -0.4
C 1.2 0.1 -0.7
C -0.4 -0.5 -0.2

---

- Which value of total charge does entry 3 give?
  0